The following is a quantum chemistry calculation of a molecular structure, C55H67N11SSb2Zr at a distorted geometry, from the Open Molecules 2025 dataset.

```
137
Properties=species:S:1:pos:R:3:forces:R:3
Zr -0.5269 0.6965 0.0922 -0.4 0.2 0.0
C -3.1591 4.1261 1.0667 -0.1 -0.3 -0.1
N -1.9287 4.7326 0.5862 0.4 0.0 -0.2
C -1.8816 6.1763 0.8481 0.1 0.0 0.0
C -0.8397 4.0139 0.2818 0.1 0.0 0.0
N -0.6614 2.7503 0.8229 -0.3 0.0 0.1
C -0.8282 2.7409 2.2567 0.1 0.1 0.0
C -0.5281 3.8563 3.0386 0.0 -0.1 0.1
C -0.6456 3.8073 4.4165 -0.1 -0.2 0.0
C -1.0190 2.6179 5.0348 0.0 0.1 -0.1
C -1.2490 1.4876 4.2715 0.0 0.1 -0.1
C -1.1717 1.5409 2.8797 0.2 0.1 0.1
N -1.2718 0.3718 2.0651 -0.3 0.2 0.1
C -1.9513 -0.6820 2.6485 0.1 -0.2 -0.1
N -3.2120 -0.5204 3.0467 0.3 -0.3 0.0
C -4.0230 0.5970 2.6031 0.0 0.2 -0.3
C -3.7684 -1.2260 4.2046 0.0 0.0 0.1
N -1.3229 -1.8557 2.7880 -0.4 0.3 0.0
C 0.1105 -1.9379 3.0108 0.2 0.2 0.0
C -2.0163 -3.1355 2.8558 -0.1 -0.1 0.0
N 0.1052 4.5165 -0.5307 -0.4 0.1 0.2
C -0.0951 5.6995 -1.3681 -0.1 0.0 -0.2
C 1.5065 4.1348 -0.4707 0.2 -0.4 0.0
H -3.1884 4.1413 2.1569 -0.1 0.0 0.0
H -3.2477 3.1060 0.6899 0.0 0.2 0.2
H -3.9858 4.7208 0.6788 0.0 -0.1 0.0
H -2.2799 6.3319 1.8515 0.0 0.0 0.0
H -2.4920 6.7319 0.1366 0.0 0.0 0.0
H -0.8597 6.5406 0.8285 0.0 0.0 0.0
H -0.1893 4.7737 2.5768 0.0 0.0 -0.1
H -0.4265 4.6816 5.0071 0.0 0.1 0.1
H -1.0967 2.5608 6.1087 0.0 0.0 0.1
H -1.4681 0.5537 4.7689 0.0 -0.1 0.0
H -3.7362 0.8955 1.5903 -0.1 0.0 0.3
H -3.9160 1.4376 3.2909 -0.1 0.1 0.0
H -5.0612 0.2696 2.6003 0.0 0.1 0.0
H -2.9877 -1.7649 4.7300 0.0 0.0 0.1
H -4.5607 -1.9104 3.9094 0.0 0.0 0.0
H -4.1819 -0.4737 4.8753 0.0 0.0 0.0
H 0.5487 -0.9414 3.0071 0.0 -0.1 0.0
H 0.5709 -2.5498 2.2351 0.1 0.0 0.0
H 0.2835 -2.4096 3.9811 0.1 0.0 -0.1
H -1.9982 -3.5513 3.8634 0.0 0.0 0.0
H -1.4979 -3.8243 2.1875 0.0 0.0 0.0
H -3.0426 -3.0218 2.5217 0.0 -0.1 0.0
H 0.4143 6.5657 -0.9449 0.0 0.0 0.0
H -1.1513 5.9155 -1.4842 0.0 0.0 -0.1
H 0.3315 5.4869 -2.3488 0.0 0.1 0.0
H 1.8951 4.0827 -1.4911 0.0 0.0 0.1
H 1.6311 3.1653 0.0113 0.0 0.4 -0.2
H 2.0738 4.8945 0.0734 0.0 -0.1 0.0
C 4.0397 1.0138 3.3905 -0.1 0.0 -0.1
C 4.0397 -0.2914 2.9409 0.1 -0.1 0.0
C 3.1703 -0.7158 1.9392 0.2 -0.4 0.4
C 2.2844 0.1849 1.3831 -0.3 0.2 0.0
C 2.2650 1.5020 1.8528 0.0 0.0 -0.1
C 3.1292 1.9118 2.8459 0.1 -0.1 0.1
N 1.3284 -0.1874 0.4141 -0.5 -0.7 -0.6
N 1.5740 -1.4966 -0.1405 -0.1 0.9 -0.1
C 0.4011 -2.1553 -0.4933 0.4 -0.6 0.1
C 0.4358 -3.5250 -0.8236 -0.1 0.5 0.1
C -0.7406 -4.1941 -1.0285 0.0 0.1 0.0
C -1.9564 -3.5107 -0.9037 0.0 0.3 0.1
C -1.9200 -2.1790 -0.5925 -0.3 -0.1 -0.2
N -0.7670 -1.4908 -0.4080 0.4 -0.1 0.1
H 4.7185 1.3261 4.1664 0.1 0.0 0.1
H 4.7063 -1.0101 3.3937 0.1 -0.1 0.0
H 3.1153 -1.7727 1.7037 0.0 0.1 -0.1
H 1.5461 2.2100 1.4651 0.1 -0.1 0.1
H 3.0942 2.9273 3.2049 0.0 0.2 0.0
H 1.3739 -4.0406 -0.8728 0.2 -0.1 0.0
H -0.7256 -5.2475 -1.2610 0.0 -0.1 0.0
H -2.9000 -4.0126 -1.0453 -0.1 0.0 0.0
H -2.8201 -1.5778 -0.4938 0.1 -0.2 0.0
C 3.2553 0.6963 -1.7918 0.0 0.3 0.3
C 3.2231 1.3128 -3.1827 0.0 0.0 0.0
C 1.9041 1.1215 -3.9155 -0.1 0.1 -0.2
Sb 0.0044 1.4398 -2.9266 0.1 -0.7 0.0
C -1.0420 2.8164 -4.1082 0.1 0.2 -0.2
C -1.8873 3.7555 -3.5252 0.0 0.0 0.1
C -2.6048 4.6418 -4.3182 0.0 0.0 0.0
C -2.4647 4.6004 -5.6986 0.0 0.0 0.0
C -1.6229 3.6677 -6.2842 0.0 0.0 -0.1
C -0.9136 2.7741 -5.4953 0.0 0.0 0.0
C -0.8113 -0.3489 -3.7854 -0.1 0.3 0.0
C -1.9618 -0.3297 -4.5628 -0.2 0.2 -0.1
C -2.4200 -1.4886 -5.1733 0.0 -0.1 0.0
C -1.7266 -2.6809 -5.0265 0.0 0.1 0.0
C -0.5665 -2.7023 -4.2686 0.0 -0.1 0.0
C -0.1234 -1.5435 -3.6549 0.2 -0.1 0.2
Sb 3.2663 -1.3978 -1.4269 -0.2 -0.1 -0.1
C 5.2025 -1.9432 -0.8539 -0.1 -0.1 0.1
C 5.9984 -1.9810 -1.9972 0.0 0.1 0.0
C 7.3546 -2.2194 -1.8620 0.1 0.0 -0.3
C 7.8996 -2.4535 -0.6140 0.1 0.0 0.1
C 7.0939 -2.4483 0.5120 -0.1 0.0 0.0
C 5.7369 -2.1863 0.3983 0.0 0.0 0.1
C 3.0120 -2.7945 -2.9539 0.2 -0.3 -0.3
C 3.2560 -4.1242 -2.5966 0.1 0.0 0.2
C 3.3174 -5.1083 -3.5650 0.0 0.0 -0.1
C 3.1785 -4.7694 -4.9039 0.0 -0.1 0.0
C 2.9859 -3.4498 -5.2719 0.0 0.0 0.0
C 2.9058 -2.4625 -4.3034 0.0 0.2 0.1
H 2.3861 1.0618 -1.2280 0.3 -0.2 0.0
H 4.1496 0.9753 -1.2278 0.0 0.1 -0.1
H 4.0399 0.9591 -3.8193 0.0 0.0 0.1
H 3.4206 2.3783 -3.0313 0.0 0.0 0.0
H 1.7783 0.0847 -4.2256 0.0 0.1 -0.1
H 1.8836 1.7241 -4.8236 0.0 0.0 0.0
H -2.0182 3.7682 -2.4490 0.1 0.1 0.1
H -3.2671 5.3661 -3.8652 0.0 0.1 0.0
H -3.0099 5.2956 -6.3186 -0.1 0.1 0.0
H -1.5217 3.6361 -7.3596 0.0 0.0 0.0
H -0.2809 2.0398 -5.9785 0.1 0.0 0.0
H -2.4931 0.5965 -4.7455 0.0 0.0 0.1
H -3.3000 -1.4528 -5.7972 -0.1 0.0 -0.1
H -2.0725 -3.5728 -5.5242 0.0 -0.1 0.0
H 0.0084 -3.6142 -4.1741 0.0 0.0 0.0
H 0.8042 -1.5906 -3.0934 -0.2 0.0 0.0
H 5.5902 -1.8431 -2.9889 -0.1 0.0 -0.1
H 7.9835 -2.2386 -2.7398 0.0 0.0 -0.1
H 8.9552 -2.6552 -0.5201 0.1 0.0 0.0
H 7.5226 -2.6520 1.4796 0.0 0.0 0.1
H 5.1199 -2.1888 1.2766 0.0 0.0 0.1
H 3.4474 -4.4094 -1.5680 0.0 0.0 0.1
H 3.5053 -6.1320 -3.2819 0.0 -0.1 0.0
H 3.2487 -5.5346 -5.6617 0.0 -0.1 -0.1
H 2.9106 -3.1881 -6.3158 0.0 0.1 -0.1
H 2.7725 -1.4375 -4.6173 0.0 0.0 0.0
N -4.9834 -0.1628 -2.2221 0.1 0.0 -0.1
C -4.2157 0.9190 -2.2911 -0.2 -0.3 0.0
N -4.4215 1.8126 -3.2424 0.1 -0.1 0.1
S -3.0533 1.2321 -1.0538 0.3 0.2 0.3
H -5.7347 -0.3379 -2.8751 0.0 0.0 0.0
H -4.8738 -0.7960 -1.4483 -0.1 0.1 -0.1
H -5.1657 1.7121 -3.9175 0.0 0.0 0.0
H -3.8336 2.6347 -3.2986 0.0 -0.1 -0.1
```
Forces are in eV/Å.

Values from the calculation:
Total charge: +4
Spin multiplicity: 1
Relative energy (zero: lowest compared OMol25 entry of this formula, charge and spin) (kJ/mol): 0.0
Lowest unoccupied orbital energy (eV): -10.16
HOMO energy (hartree): -0.6171
Largest force on an atom (eV/A): 1.028